82
Properties=species:S:1:pos:R:3:forces:R:3 method="wB97M-V/def2-TZVPD" spin_multiplicity=1 relative_energy_kcal_mol=0.0 total_charge=-1 energy_ev=-184238.0381
Y 0.19731 -1.23811 -1.16229 -0.0426 -0.0708 0.1611
C 2.58091 -6.19313 -0.36150 -0.0028 -0.0178 0.0083
C 1.41388 -5.29506 -0.07652 -0.0204 0.0351 -0.0208
C 1.35027 -4.57158 1.11403 0.0569 -0.0412 -0.0162
C 0.30436 -3.71015 1.38566 0.0223 0.0268 -0.0340
C 0.25766 -2.95226 2.68332 0.0189 0.0073 0.0015
C -0.71012 -3.56599 0.42830 -0.1140 -0.0071 -0.0273
C -0.68377 -4.28897 -0.76727 -0.0472 -0.0085 0.0715
C -1.80867 -4.22550 -1.76980 -0.0127 -0.0154 0.0031
C 0.39538 -5.13782 -1.00093 0.0067 -0.0652 -0.0479
H 2.96188 -6.64494 0.55570 -0.0019 -0.0097 -0.0032
H 3.38105 -5.60156 -0.80776 -0.0040 0.0207 -0.0036
H 2.30445 -6.98820 -1.05477 0.0058 -0.0071 0.0001
H 2.15147 -4.67769 1.83716 0.0032 -0.0015 0.0037
H -0.73408 -3.00935 3.13851 -0.0012 0.0001 -0.0021
H 0.49168 -1.89960 2.51663 -0.0043 -0.0012 -0.0063
H 0.98059 -3.35874 3.39054 -0.0090 0.0003 0.0097
H -1.57464 -2.94430 0.64998 -0.0044 -0.0067 -0.0045
H -2.20418 -5.22930 -1.94091 -0.0014 0.0018 0.0022
H -1.46226 -3.83831 -2.73115 0.0084 0.0110 0.0091
H -2.61462 -3.57803 -1.43081 -0.0039 -0.0017 0.0054
H 0.42713 -5.69446 -1.93165 0.0316 0.0064 -0.0019
S -5.27219 2.37375 -5.07794 -0.0106 0.0129 -0.0078
C -4.22190 1.35749 -4.29346 0.0570 -0.0514 0.0171
S -4.43493 0.82203 -2.67288 -0.0400 0.0193 -0.0081
C -2.95922 -0.10406 -2.49942 0.0189 -0.0316 0.0649
C -2.18241 -0.17290 -3.60234 0.0726 -0.0331 -0.0254
S -0.67065 -1.02709 -3.79510 -0.0291 0.0219 0.0911
S -2.78580 0.71597 -4.98662 -0.0443 0.0408 -0.0238
S -2.60806 -0.76750 -0.92226 0.0340 -0.0057 -0.0212
O -0.10629 -0.30516 0.90625 -0.0771 -0.0300 -0.1522
As -0.65095 1.19549 1.36518 -0.0077 0.0564 -0.0331
C -2.29747 1.02498 2.31853 -0.0215 0.0237 0.0331
C -2.70391 -0.24496 2.70583 0.0516 -0.0053 -0.0280
C -3.90233 -0.40047 3.38333 -0.0093 0.0183 0.0081
C -4.68623 0.70987 3.66857 -0.0008 -0.0009 -0.0015
C -4.27985 1.97720 3.27463 0.0028 -0.0047 0.0012
C -3.08227 2.13831 2.59282 0.0158 -0.0106 -0.0098
C 0.74904 1.82852 2.51299 0.0808 -0.0810 -0.0415
C 0.58045 2.86607 3.41982 -0.0263 0.0401 0.0375
C 1.66023 3.29404 4.17811 0.0200 -0.0154 -0.0130
C 2.90100 2.68896 4.01726 -0.0178 -0.0145 -0.0142
C 3.06492 1.65254 3.10779 0.0197 0.0325 0.0342
C 1.98753 1.21156 2.35083 -0.0268 0.0234 0.0265
C -0.90150 2.58854 0.06364 0.0297 -0.0037 0.0148
C -2.04760 2.61621 -0.72133 -0.0124 -0.0025 -0.0171
C -2.17346 3.57362 -1.71759 0.0065 -0.0049 0.0037
C -1.16312 4.50469 -1.91304 0.0124 0.0220 -0.0145
C -0.03361 4.49725 -1.10447 -0.0106 -0.0191 0.0145
C 0.09978 3.53840 -0.11234 -0.0260 -0.0259 0.0163
H -2.08791 -1.09780 2.44808 -0.0140 -0.0082 0.0178
H -4.23308 -1.38876 3.67439 0.0022 -0.0037 0.0000
H -5.62772 0.58626 4.18837 0.0000 -0.0062 0.0025
H -4.90276 2.83715 3.48361 0.0015 0.0043 -0.0012
H -2.77539 3.12068 2.25182 -0.0194 0.0068 0.0069
H -0.38828 3.33832 3.54122 0.0051 -0.0025 0.0010
H 1.53669 4.09761 4.89269 -0.0087 0.0039 -0.0012
H 3.74291 3.02755 4.60786 0.0069 -0.0046 -0.0008
H 4.03171 1.18177 2.98550 -0.0002 -0.0078 -0.0080
H 2.09846 0.39512 1.64236 0.0092 0.0035 0.0040
H -2.81817 1.87081 -0.57661 -0.0017 0.0014 -0.0029
H -3.05304 3.57738 -2.34962 -0.0075 -0.0104 0.0050
H -1.25861 5.24082 -2.70134 0.0038 0.0033 0.0002
H 0.74973 5.22990 -1.25266 0.0011 0.0050 -0.0061
H 0.98545 3.51965 0.50961 0.0126 0.0175 -0.0035
C 3.35758 2.43846 -3.63307 0.0096 0.0142 -0.0171
N 2.58025 2.14386 -2.44663 -0.0041 -0.0698 -0.0160
C 3.22263 2.40879 -1.17301 0.0573 0.0047 0.0111
C 1.57028 1.29210 -2.52707 -0.1078 -0.0336 -0.0357
O 0.94100 0.87093 -1.54022 0.1419 0.1357 0.0417
H 4.26730 1.83382 -3.63725 0.0059 0.0104 0.0079
H 3.61684 3.49796 -3.65037 0.0029 0.0041 0.0050
H 2.77697 2.20208 -4.52206 -0.0093 -0.0086 0.0085
H 4.17519 1.87507 -1.14180 -0.0061 0.0072 -0.0020
H 2.59774 2.03032 -0.37100 -0.0212 -0.0021 -0.0053
H 3.38372 3.48218 -1.05220 -0.0127 0.0034 -0.0037
H 1.26656 0.98167 -3.53143 0.0426 0.0388 -0.0363
O 3.66938 -3.33147 -1.02245 0.0254 0.0611 -0.0097
S 2.99536 -2.11100 -1.39646 -0.2458 0.0291 0.0382
O 1.78009 -2.38069 -2.27533 0.1040 -0.1079 -0.1334
O 2.32927 -1.44062 -0.21064 0.0031 0.0697 0.0773
S 4.18501 -0.84023 -2.32557 0.0776 0.0145 -0.0041